No. 1
Below is 2 unconnected molecules or ions with the total composition C8H19NO2Si at a distorted geometry, with properties calculated with ωB97M-V/def2-TZVPD.

As for the spin multiplicity: 1. Its net charge is 0. The LUMO energy is 0.60 eV. The HOMO-LUMO gap is 0.290 Eh. For the HOMO energy, the calculation gives -7.29 eV.

```
31
Properties=species:S:1:pos:R:3:forces:R:3:lowdin_charge:R:1
C -2.1365 0.5018 0.6101 3.88 -0.40 -1.97 -0.3890
C -0.9195 1.0045 -1.8890 -1.70 -1.15 0.04 -0.1132
C -0.3544 -3.4473 -0.0163 0.15 0.69 1.12 -0.0665
C 2.5263 0.6452 -0.6758 0.39 1.01 2.12 -0.1677
C 0.7843 2.9229 0.3782 0.70 -0.99 0.94 -0.1811
C 1.0401 0.3256 2.1015 1.23 -0.02 -0.86 -0.1762
C -0.4259 -1.2162 -0.9426 -3.22 -0.62 -1.35 -0.2690
C -0.3551 0.2474 -0.7642 -3.08 0.21 4.78 -0.3804
N -2.1839 -0.5899 1.3775 0.98 -0.83 -0.16 0.1583
O -2.7489 1.4853 0.4138 -1.33 0.30 0.34 0.0890
O -0.2228 -2.0599 0.1933 1.23 2.06 -0.88 -0.2526
Si 0.9397 0.9881 0.3449 0.65 1.29 -0.98 0.5232
H -0.7534 0.4781 -2.7804 1.24 -0.63 -1.78 0.0589
H -2.0466 0.9053 -1.9716 0.96 1.11 0.76 0.1122
H -0.4655 1.9538 -1.9148 -0.27 1.47 -0.43 0.0611
H -0.5803 -3.6637 -1.0480 -0.67 -0.38 -0.07 0.0921
H -1.0361 -3.6424 0.8015 -0.96 -1.29 -0.60 0.0924
H 0.5430 -3.9579 0.2832 0.77 -0.13 -0.20 0.0822
H 3.0851 1.6106 -0.6769 -0.27 -0.69 -0.50 0.0319
H 3.1477 -0.0318 -0.0743 0.03 -0.25 -0.60 0.0214
H 2.2704 0.2804 -1.6536 0.27 -0.15 -0.43 0.0142
H -0.2998 3.1179 0.4734 0.65 0.56 0.29 0.0230
H 1.4753 3.3098 1.2208 -1.54 -0.46 -1.04 0.0555
H 1.1975 3.3515 -0.5348 -0.28 0.01 -0.14 0.0116
H 1.7684 0.9889 2.6709 -1.07 -1.01 -0.43 0.0556
H 0.0390 0.2435 2.5155 0.21 0.09 0.43 0.0082
H 1.4716 -0.6867 1.9075 -0.27 0.58 0.74 0.0319
H 0.2704 -1.3174 -1.7563 0.61 -1.42 -0.52 0.1137
H -1.5611 -1.4389 -1.3837 2.63 0.12 0.78 0.1812
H -1.4242 -1.2834 1.1852 -0.72 0.87 0.09 0.0791
H -3.0446 -1.0249 1.6051 -1.17 0.08 0.52 0.0986
```
Positions in Å, forces in eV/Å.

No. 2
Below is 2 unconnected molecules or ions with the total composition C8H19O3PSi at a distorted geometry, with properties calculated with ωB97M-V/def2-TZVPD.

As for the spin multiplicity: 1. Its net charge is -2. The LUMO energy is 5.96 eV. The HOMO-LUMO gap is 0.201 Eh. For the HOMO energy, the calculation gives 0.49 eV.

```
32
Properties=species:S:1:pos:R:3:forces:R:3:lowdin_charge:R:1
C -1.7842 0.1541 2.2956 2.44 -2.07 0.89 -0.1354
C -0.2086 -2.5586 -0.4164 0.91 -3.33 1.36 -0.1413
C 1.5568 2.3116 0.0262 -1.06 -0.24 1.22 -0.2191
C 1.3680 0.9963 -2.4181 -0.38 -4.10 -0.04 -0.2151
C 3.2135 -0.1273 -0.1442 -0.62 -0.66 1.31 -0.2346
C -1.0510 0.3247 0.9640 -1.94 1.39 -2.00 -0.3587
C 0.2618 -1.8042 0.7847 1.95 -1.36 2.92 -0.3990
C 0.2788 -0.3194 0.7474 -0.31 0.71 -0.86 -0.3885
O -4.4412 -0.9247 -0.0833 -0.11 -1.53 0.49 -0.3872
O -4.0774 1.5626 -0.2158 0.31 0.31 0.25 -0.4067
O -3.3273 0.1306 -2.1992 -0.03 -0.44 1.17 -0.4170
Si 1.3950 0.4813 -0.4587 2.03 0.84 0.49 0.5219
P -3.8231 0.2080 -0.7765 -0.42 1.72 -1.91 0.1702
H -1.7611 -0.9482 2.6601 -0.94 1.54 -1.03 0.0850
H -1.1370 0.5417 3.0642 0.57 0.72 0.50 0.0348
H -2.6843 0.7049 2.3685 -1.31 -0.07 -0.21 0.0405
H -0.4689 -3.6144 -0.0299 0.07 1.09 -0.74 0.0776
H -1.0831 -2.1393 -0.7833 -1.62 0.85 -1.02 0.0407
H 0.5312 -2.7626 -1.1735 0.34 0.51 -0.55 0.0484
H 1.7228 3.0050 -0.7441 -0.07 0.83 -1.60 -0.0147
H 0.6064 2.5611 0.5062 -0.14 0.27 -0.12 0.0072
H 2.2737 2.6385 0.7443 0.91 -0.43 1.01 -0.0026
H 0.9332 0.0973 -2.9982 0.06 1.54 0.68 0.0185
H 0.6699 1.7485 -2.2057 -1.28 1.20 -0.83 -0.0427
H 2.2103 1.2981 -3.0355 0.42 0.42 0.57 -0.0159
H 3.8949 0.3863 -0.7819 0.54 0.34 -0.93 -0.0297
H 3.5085 0.2296 0.8984 -0.49 -0.96 -1.01 0.0250
H 3.3146 -1.2354 -0.2976 0.18 0.88 0.43 0.0064
H -1.8998 0.0350 0.1683 1.25 -0.01 0.83 0.0521
H -0.9885 1.4388 0.7002 -0.17 -1.32 0.65 0.0940
H -0.3187 -2.2978 1.6394 0.13 1.30 -0.63 0.0885
H 1.3149 -2.1220 1.1944 -1.24 0.02 -1.33 0.0975
```
Positions in Å, forces in eV/Å.

No. 3
Below is 12 unconnected molecules or ions with the total composition C8H20B2O26 at a distorted geometry, with properties calculated with ωB97M-V/def2-TZVPD.

As for the spin multiplicity: 1. Its net charge is -2. The LUMO energy is 3.75 eV. The HOMO-LUMO gap is 0.342 Eh. For the HOMO energy, the calculation gives -5.55 eV.

```
56
Properties=species:S:1:pos:R:3:forces:R:3:lowdin_charge:R:1
O 1.6811 8.1691 1.9878 0.23 0.66 0.31 0.1438
C 1.2754 7.0554 1.9048 0.39 -1.20 -0.71 -0.3888
O 1.9624 6.0022 1.4378 -0.05 0.57 0.29 0.2217
B 1.1037 4.8132 1.4450 0.07 0.19 -0.31 -0.8790
O -0.2506 5.3317 1.7199 0.12 -0.64 0.51 0.2457
C -0.1599 6.5637 2.1509 -0.64 0.96 -0.32 -0.4076
O -1.0565 7.2733 2.5205 0.07 -0.23 0.22 0.1334
O 1.6155 3.8415 2.4280 -0.36 -0.24 -0.09 0.2307
C 1.8170 2.6641 1.8442 -0.02 1.01 0.17 -0.3806
O 2.2535 1.6948 2.3797 0.03 -0.66 0.01 0.1521
C 1.4852 2.8581 0.3430 0.39 0.09 -0.37 -0.3624
O 1.1130 4.1060 0.1484 -0.02 -0.19 0.37 0.2505
O 1.6452 2.0336 -0.5154 -0.25 -0.25 0.11 0.1425
O -2.1954 1.2822 1.4912 -0.31 -0.10 -0.02 0.1617
C -1.5779 0.3995 0.9790 0.58 -0.20 0.56 -0.3580
O -1.4187 0.1717 -0.2989 -0.15 -0.27 -0.88 0.2259
B -0.5070 -0.9715 -0.5118 0.47 0.26 0.24 -0.8708
O 0.0068 -1.2644 0.8342 -0.03 -0.75 -0.13 0.2447
C -0.6939 -0.6310 1.7357 0.59 0.71 0.61 -0.3616
O -0.5576 -0.7203 2.9273 -0.43 -0.17 -0.22 0.1351
O -1.1885 -2.1465 -1.0842 0.36 0.48 -0.30 0.2529
C -0.4734 -2.5609 -2.1129 -0.01 -1.02 -0.06 -0.3436
O -0.6909 -3.5749 -2.7208 0.11 0.15 -0.06 0.1236
C 0.7599 -1.6443 -2.3111 -0.68 0.35 0.47 -0.3547
O 0.6383 -0.6957 -1.4122 -0.18 0.06 0.30 0.2279
O 1.6520 -1.7960 -3.0912 0.01 -0.17 -0.08 0.1523
O 3.1763 -2.2399 0.5502 0.08 -0.34 -0.05 -0.0419
H 2.2554 -2.4691 0.3821 -0.02 0.20 0.14 0.0217
H 3.2247 -2.1366 1.5062 -0.08 0.15 -0.08 0.0403
O -4.6328 -0.2507 -1.2741 -0.03 0.07 -0.02 -0.0584
H -4.1489 0.5738 -1.4071 0.01 -0.10 0.06 0.0377
H -4.3995 -0.5224 -0.3807 0.04 0.05 -0.06 0.0268
O -2.5193 -4.3378 -4.6566 0.29 -0.01 -0.18 -0.0822
H -1.6400 -4.2239 -4.2502 -0.56 -0.07 -0.06 0.0041
H -3.0543 -3.6478 -4.2545 0.07 -0.02 0.08 0.0241
O -1.1770 -6.2807 -1.2130 0.02 0.00 0.16 -0.0631
H -1.2533 -5.3174 -1.1855 0.01 -0.09 -0.21 0.0137
H -0.3874 -6.4769 -0.6994 -0.05 0.06 -0.01 0.0280
O 3.1177 -2.0275 -5.6612 -0.03 -0.14 0.03 -0.0739
H 2.2592 -2.0106 -6.0939 -0.01 0.03 0.10 0.0234
H 2.9067 -2.1531 -4.7225 0.10 0.11 -0.23 -0.0079
O -0.3539 1.7323 -2.6070 0.28 0.37 -0.12 -0.0543
H -0.8420 0.9629 -2.3205 -0.12 0.01 0.12 -0.0040
H 0.3552 1.8294 -1.9406 -0.21 -0.02 -0.30 0.0075
O 0.5795 0.4100 5.3974 -0.05 -0.28 0.08 -0.0757
H 1.5278 0.3553 5.2473 -0.04 0.13 -0.13 0.0245
H 0.1893 -0.0143 4.6171 0.05 0.20 0.05 -0.0109
O -3.9654 3.2946 2.1881 -0.05 -0.35 -0.08 -0.0813
H -3.3798 2.5652 1.9059 -0.24 0.53 0.15 -0.0167
H -3.9509 3.2596 3.1482 0.10 0.03 -0.03 0.0223
O 4.4532 -2.4506 -2.5701 0.00 -0.19 0.03 -0.0605
H 3.5498 -2.2188 -2.3145 0.16 0.14 -0.06 -0.0024
H 4.8050 -2.9208 -1.8078 -0.09 0.12 0.05 0.0234
O -1.5596 -4.0612 3.0812 -0.16 -0.07 0.06 -0.0581
H -2.0385 -3.2250 3.1193 0.18 0.00 -0.01 0.0268
H -1.3357 -4.2527 3.9973 0.04 0.09 -0.05 0.0296
```
Positions in Å, forces in eV/Å.

No. 4
Below is 2 unconnected molecules or ions with the total composition C8H20BN4O6 at a distorted geometry, with properties calculated with ωB97M-V/def2-TZVPD.

As for the spin multiplicity: 1. Its net charge is +1. The LUMO energy is -3.06 eV. The HOMO-LUMO gap is 0.292 Eh. For the HOMO energy, the calculation gives -11.01 eV.

```
39
Properties=species:S:1:pos:R:3:forces:R:3:lowdin_charge:R:1
N -1.1255 -4.3900 0.5201 0.08 0.02 -0.15 0.2416
C -1.1853 -4.9522 -0.6803 -0.06 -0.03 -0.01 -0.3345
N -1.2867 -6.2663 -0.9402 -0.11 -0.17 0.26 0.1815
C -1.3451 -6.3715 -2.2478 0.04 0.00 -0.10 -0.0732
N -1.2741 -5.1863 -2.8501 -0.09 -0.05 0.12 0.1849
N -1.1613 -4.2784 -1.8346 0.07 0.11 -0.37 -0.0389
O -1.0763 -2.9478 -2.0349 -0.04 0.08 0.09 0.1831
B 0.2912 -2.5245 -2.2808 0.34 0.13 -0.15 -0.7364
O 0.7638 -1.4719 -1.6045 -0.49 0.22 -0.23 0.2565
O 1.0001 -3.2332 -3.1973 -0.23 -0.72 0.66 0.2250
H -1.2270 -4.9805 1.3286 0.04 0.03 0.03 0.1392
H -1.0588 -3.3921 0.6218 -0.07 0.00 0.10 0.1312
H -1.4305 -7.2995 -2.7896 -0.01 0.01 -0.06 0.1533
H -1.2700 -4.9078 -3.8199 0.08 0.09 -0.01 0.1985
H 0.0841 -0.9123 -1.1987 0.29 0.10 0.34 0.1143
H 1.8627 -3.5329 -2.8846 0.20 0.37 -0.39 0.1390
C 0.8597 2.4459 3.9107 -0.10 -0.07 0.08 -0.1105
O -0.1209 2.6103 2.9067 0.10 -0.02 -0.15 -0.1900
C -0.4545 3.9410 2.5647 -0.15 0.05 0.16 -0.1914
C -0.1454 4.3310 1.1327 -0.19 0.02 -0.13 -0.1784
O 1.2045 4.2644 0.7215 0.10 0.22 -0.12 -0.1041
C 1.8670 3.0241 0.6635 0.13 -0.11 0.27 -0.1829
C 1.3766 2.0195 -0.3609 0.13 -0.16 -0.09 -0.1854
O 0.0295 1.5942 -0.1982 -0.04 -0.16 -0.16 -0.1993
C -0.8618 1.9322 -1.2447 -0.04 -0.03 0.15 -0.1058
H 0.3955 2.1219 4.8461 0.01 0.05 0.02 0.0877
H 1.5630 1.6719 3.5957 0.00 -0.01 0.00 0.0795
H 1.4180 3.3665 4.0933 0.02 0.01 -0.01 0.0922
H 0.0197 4.6482 3.2513 0.10 -0.04 0.00 0.1239
H -1.5385 4.0536 2.6822 0.00 0.08 0.05 0.1283
H -0.4053 5.3895 1.0527 0.01 0.01 -0.02 0.1337
H -0.8019 3.8068 0.4341 0.09 -0.14 0.13 0.0971
H 1.9429 2.5640 1.6517 -0.18 -0.04 -0.10 0.0997
H 2.8897 3.2686 0.3632 0.00 0.01 0.00 0.1348
H 2.0106 1.1328 -0.2461 0.08 0.04 -0.07 0.1227
H 1.5391 2.4060 -1.3716 -0.11 0.06 0.00 0.1249
H -0.4412 2.6850 -1.9128 -0.02 0.01 -0.02 0.0974
H -1.7821 2.3253 -0.8094 -0.01 -0.01 -0.03 0.0870
H -1.1253 1.0445 -1.8338 0.04 0.04 -0.07 0.0738
```
Positions in Å, forces in eV/Å.

Copy entry 1 word for word.
Below is 2 unconnected molecules or ions with the total composition C8H19NO2Si at a distorted geometry, with properties calculated with ωB97M-V/def2-TZVPD.

As for the spin multiplicity: 1. Its net charge is 0. The LUMO energy is 0.60 eV. The HOMO-LUMO gap is 0.290 Eh. For the HOMO energy, the calculation gives -7.29 eV.

```
31
Properties=species:S:1:pos:R:3:forces:R:3:lowdin_charge:R:1
C -2.1365 0.5018 0.6101 3.88 -0.40 -1.97 -0.3890
C -0.9195 1.0045 -1.8890 -1.70 -1.15 0.04 -0.1132
C -0.3544 -3.4473 -0.0163 0.15 0.69 1.12 -0.0665
C 2.5263 0.6452 -0.6758 0.39 1.01 2.12 -0.1677
C 0.7843 2.9229 0.3782 0.70 -0.99 0.94 -0.1811
C 1.0401 0.3256 2.1015 1.23 -0.02 -0.86 -0.1762
C -0.4259 -1.2162 -0.9426 -3.22 -0.62 -1.35 -0.2690
C -0.3551 0.2474 -0.7642 -3.08 0.21 4.78 -0.3804
N -2.1839 -0.5899 1.3775 0.98 -0.83 -0.16 0.1583
O -2.7489 1.4853 0.4138 -1.33 0.30 0.34 0.0890
O -0.2228 -2.0599 0.1933 1.23 2.06 -0.88 -0.2526
Si 0.9397 0.9881 0.3449 0.65 1.29 -0.98 0.5232
H -0.7534 0.4781 -2.7804 1.24 -0.63 -1.78 0.0589
H -2.0466 0.9053 -1.9716 0.96 1.11 0.76 0.1122
H -0.4655 1.9538 -1.9148 -0.27 1.47 -0.43 0.0611
H -0.5803 -3.6637 -1.0480 -0.67 -0.38 -0.07 0.0921
H -1.0361 -3.6424 0.8015 -0.96 -1.29 -0.60 0.0924
H 0.5430 -3.9579 0.2832 0.77 -0.13 -0.20 0.0822
H 3.0851 1.6106 -0.6769 -0.27 -0.69 -0.50 0.0319
H 3.1477 -0.0318 -0.0743 0.03 -0.25 -0.60 0.0214
H 2.2704 0.2804 -1.6536 0.27 -0.15 -0.43 0.0142
H -0.2998 3.1179 0.4734 0.65 0.56 0.29 0.0230
H 1.4753 3.3098 1.2208 -1.54 -0.46 -1.04 0.0555
H 1.1975 3.3515 -0.5348 -0.28 0.01 -0.14 0.0116
H 1.7684 0.9889 2.6709 -1.07 -1.01 -0.43 0.0556
H 0.0390 0.2435 2.5155 0.21 0.09 0.43 0.0082
H 1.4716 -0.6867 1.9075 -0.27 0.58 0.74 0.0319
H 0.2704 -1.3174 -1.7563 0.61 -1.42 -0.52 0.1137
H -1.5611 -1.4389 -1.3837 2.63 0.12 0.78 0.1812
H -1.4242 -1.2834 1.1852 -0.72 0.87 0.09 0.0791
H -3.0446 -1.0249 1.6051 -1.17 0.08 0.52 0.0986
```
Positions in Å, forces in eV/Å.

Repeat the fourth record exactly.
Below is 2 unconnected molecules or ions with the total composition C8H20BN4O6 at a distorted geometry, with properties calculated with ωB97M-V/def2-TZVPD.

As for the spin multiplicity: 1. Its net charge is +1. The LUMO energy is -3.06 eV. The HOMO-LUMO gap is 0.292 Eh. For the HOMO energy, the calculation gives -11.01 eV.

```
39
Properties=species:S:1:pos:R:3:forces:R:3:lowdin_charge:R:1
N -1.1255 -4.3900 0.5201 0.08 0.02 -0.15 0.2416
C -1.1853 -4.9522 -0.6803 -0.06 -0.03 -0.01 -0.3345
N -1.2867 -6.2663 -0.9402 -0.11 -0.17 0.26 0.1815
C -1.3451 -6.3715 -2.2478 0.04 0.00 -0.10 -0.0732
N -1.2741 -5.1863 -2.8501 -0.09 -0.05 0.12 0.1849
N -1.1613 -4.2784 -1.8346 0.07 0.11 -0.37 -0.0389
O -1.0763 -2.9478 -2.0349 -0.04 0.08 0.09 0.1831
B 0.2912 -2.5245 -2.2808 0.34 0.13 -0.15 -0.7364
O 0.7638 -1.4719 -1.6045 -0.49 0.22 -0.23 0.2565
O 1.0001 -3.2332 -3.1973 -0.23 -0.72 0.66 0.2250
H -1.2270 -4.9805 1.3286 0.04 0.03 0.03 0.1392
H -1.0588 -3.3921 0.6218 -0.07 0.00 0.10 0.1312
H -1.4305 -7.2995 -2.7896 -0.01 0.01 -0.06 0.1533
H -1.2700 -4.9078 -3.8199 0.08 0.09 -0.01 0.1985
H 0.0841 -0.9123 -1.1987 0.29 0.10 0.34 0.1143
H 1.8627 -3.5329 -2.8846 0.20 0.37 -0.39 0.1390
C 0.8597 2.4459 3.9107 -0.10 -0.07 0.08 -0.1105
O -0.1209 2.6103 2.9067 0.10 -0.02 -0.15 -0.1900
C -0.4545 3.9410 2.5647 -0.15 0.05 0.16 -0.1914
C -0.1454 4.3310 1.1327 -0.19 0.02 -0.13 -0.1784
O 1.2045 4.2644 0.7215 0.10 0.22 -0.12 -0.1041
C 1.8670 3.0241 0.6635 0.13 -0.11 0.27 -0.1829
C 1.3766 2.0195 -0.3609 0.13 -0.16 -0.09 -0.1854
O 0.0295 1.5942 -0.1982 -0.04 -0.16 -0.16 -0.1993
C -0.8618 1.9322 -1.2447 -0.04 -0.03 0.15 -0.1058
H 0.3955 2.1219 4.8461 0.01 0.05 0.02 0.0877
H 1.5630 1.6719 3.5957 0.00 -0.01 0.00 0.0795
H 1.4180 3.3665 4.0933 0.02 0.01 -0.01 0.0922
H 0.0197 4.6482 3.2513 0.10 -0.04 0.00 0.1239
H -1.5385 4.0536 2.6822 0.00 0.08 0.05 0.1283
H -0.4053 5.3895 1.0527 0.01 0.01 -0.02 0.1337
H -0.8019 3.8068 0.4341 0.09 -0.14 0.13 0.0971
H 1.9429 2.5640 1.6517 -0.18 -0.04 -0.10 0.0997
H 2.8897 3.2686 0.3632 0.00 0.01 0.00 0.1348
H 2.0106 1.1328 -0.2461 0.08 0.04 -0.07 0.1227
H 1.5391 2.4060 -1.3716 -0.11 0.06 0.00 0.1249
H -0.4412 2.6850 -1.9128 -0.02 0.01 -0.02 0.0974
H -1.7821 2.3253 -0.8094 -0.01 -0.01 -0.03 0.0870
H -1.1253 1.0445 -1.8338 0.04 0.04 -0.07 0.0738
```
Positions in Å, forces in eV/Å.